No. 1
This record from the OMol25 dataset describes C34H23BrCl3CrO4S3Sb as an isolated structure. The level of theory is wB97M-V/def2-TZVPD.

Each line ends with the Löwdin charge.
Geometry (Å):
Cr1 0.303 -1.603 1.564  0.039
Cl1 3.282 -8.122 0.550  0.571
C1 2.950 -6.438 0.943  -0.681
C2 1.768 -5.855 0.519  -0.136
C3 1.561 -4.538 0.845  -0.494
Cl2 0.081 -3.735 0.346  0.818
C4 2.421 -3.721 1.611  -0.504
O1 2.155 -2.514 1.899  -0.255
C5 3.616 -4.390 1.986  -0.566
Cl3 4.796 -3.498 2.905  0.664
C6 3.873 -5.709 1.674  -0.158
H1 1.032 -6.414 -0.042  0.103
H2 4.794 -6.167 2.006  0.093
Br1 0.397 0.662 2.825  0.944
C7 -1.305 1.255 2.240  -0.529
C8 -1.843 2.258 3.121  -0.138
C9 -3.015 2.922 3.100  -0.066
C10 -3.659 2.535 0.636  -0.170
C11 -3.118 1.114 0.546  -0.329
C12 -3.888 0.167 -1.175  -0.108
C13 -2.945 -0.990 -1.335  -0.064
C14 -1.880 -1.253 -0.538  -0.150
C15 -1.310 -0.600 0.632  -0.356
C16 -1.859 0.585 1.167  -0.280
H3 -1.210 2.470 3.975  0.078
H4 -3.198 3.581 3.942  0.090
H5 -4.662 2.452 0.210  0.129
H6 -4.640 0.216 -1.962  0.121
H7 -3.126 -1.659 -2.168  0.096
H8 -1.336 -2.132 -0.863  0.035
S1 1.681 -0.720 -0.297  0.121
Sb1 1.050 1.483 -0.818  1.123
C17 0.905 1.282 -2.969  -0.421
C18 0.477 2.375 -3.722  -0.155
C19 0.330 2.289 -5.100  -0.120
C20 0.603 1.092 -5.750  -0.124
C21 1.021 -0.006 -5.012  -0.106
C22 1.166 0.088 -3.633  -0.150
C23 -3.016 1.418 -0.921  -0.090
C24 -2.981 2.758 -0.760  0.072
C25 -4.080 2.871 2.056  -0.241
C26 -5.140 1.728 2.228  -0.032
C27 -5.332 0.679 1.403  -0.032
C28 -4.269 0.153 0.435  -0.102
C29 3.031 2.330 -0.947  -0.421
C30 3.983 1.896 -1.869  -0.128
C31 5.262 2.432 -1.885  -0.106
C32 5.617 3.417 -0.970  -0.123
C33 4.686 3.858 -0.044  -0.117
C34 3.404 3.317 -0.039  -0.156
H9 0.253 3.316 -3.228  0.085
H10 -0.004 3.152 -5.665  0.087
H11 0.484 1.016 -6.825  0.086
H12 1.229 -0.946 -5.511  0.092
H13 1.476 -0.777 -3.055  0.049
H14 -2.991 3.594 -1.449  0.078
H15 -4.653 3.805 2.108  0.129
H16 -5.838 1.858 3.049  0.096
H17 -6.180 0.035 1.616  0.093
H18 -4.045 -0.856 0.783  0.138
H19 3.726 1.118 -2.579  0.091
H20 5.989 2.074 -2.605  0.092
H21 6.619 3.831 -0.976  0.087
H22 4.956 4.617 0.681  0.089
H23 2.686 3.667 0.698  0.082
O2 0.144 -4.349 3.579  -0.420
S2 -0.329 -3.126 4.225  0.093
O3 -0.992 -3.341 5.500  -0.419
O4 0.696 -2.073 4.259  -0.507
S3 -1.658 -2.234 2.848  0.385

Properties
M   951.77 g/mol
Calculated total energy   -218890.765 eV
E_LUMO (alpha / beta)   4.11 / 3.70 eV
⟨S²⟩   6.14
E_HOMO (alpha / beta)   -0.0659 / -0.0887 Ha
2S+1   5
Total charge   -2
Relative energy (zero: lowest compared OMol25 entry of this formula, charge and spin)   201.25 kcal per mole

No. 2
This record from the OMol25 dataset describes C34H23F10N2O5S2SbSrTe as an isolated structure. The level of theory is wB97M-V/def2-TZVPD.

Each line ends with the Löwdin charge.
Geometry (Å):
Sr1 1.448 -1.869 -0.847  1.254
O1 -2.742 -2.554 -2.344  -0.361
S1 -1.513 -3.267 -2.055  0.286
O2 -1.459 -4.626 -2.533  -0.325
O3 -1.411 -3.449 -0.459  -0.808
O4 -0.320 -2.471 -2.420  -0.539
C1 1.477 2.826 1.286  -0.051
C2 2.041 2.733 2.543  -0.062
C3 2.466 1.497 2.994  -0.019
C4 2.301 0.382 2.176  -0.210
N1 1.726 0.467 0.977  0.098
C5 1.349 1.665 0.541  -0.176
C6 2.743 -0.975 2.614  -0.205
C7 3.552 -1.157 3.733  -0.025
C8 3.873 -2.444 4.130  -0.075
C9 3.372 -3.513 3.409  -0.050
C10 2.599 -3.242 2.290  -0.105
N2 2.309 -2.007 1.890  0.079
H1 1.132 3.770 0.886  0.100
H2 2.148 3.611 3.169  0.104
H3 2.906 1.405 3.977  0.095
H4 0.946 1.690 -0.463  0.066
H5 3.939 -0.310 4.281  0.095
H6 4.508 -2.604 4.993  0.099
H7 3.581 -4.537 3.684  0.103
H8 2.200 -4.042 1.683  0.083
S2 -1.201 -2.010 0.506  0.306
Sb1 -2.020 1.138 -0.704  1.518
C11 -1.974 2.054 1.255  -0.365
C12 -1.565 1.231 2.308  -0.139
C13 -1.443 1.728 3.598  -0.096
C14 -1.720 3.064 3.857  -0.115
C15 -2.131 3.892 2.822  -0.106
C16 -2.259 3.388 1.533  -0.139
C17 -4.136 0.781 -0.677  -0.373
C18 -4.598 -0.498 -0.975  -0.113
C19 -5.963 -0.768 -0.935  -0.085
C20 -6.868 0.226 -0.596  -0.117
C21 -6.410 1.505 -0.297  -0.114
C22 -5.051 1.777 -0.338  -0.144
C23 -2.205 3.034 -1.765  -0.383
C24 -3.157 3.196 -2.772  -0.133
C25 -3.185 4.340 -3.559  -0.105
C26 -2.255 5.350 -3.357  -0.118
C27 -1.294 5.203 -2.366  -0.104
C28 -1.271 4.055 -1.586  -0.149
H9 -1.336 0.186 2.119  0.044
H10 -1.121 1.072 4.398  0.100
H11 -1.616 3.458 4.862  0.089
H12 -2.353 4.936 3.017  0.091
H13 -2.570 4.052 0.734  0.084
H14 -3.903 -1.282 -1.257  0.051
H15 -6.310 -1.766 -1.174  0.101
H16 -7.930 0.010 -0.564  0.087
H17 -7.112 2.288 -0.030  0.088
H18 -4.701 2.777 -0.105  0.088
H19 -3.893 2.419 -2.945  0.094
H20 -3.934 4.441 -4.336  0.093
H21 -2.272 6.242 -3.972  0.089
H22 -0.553 5.979 -2.207  0.094
H23 -0.507 3.957 -0.821  0.077
F1 4.262 -0.227 -3.655  -0.376
Te1 4.045 0.577 -1.985  1.748
F2 4.360 -1.064 -1.096  -0.406
F3 4.265 1.453 -0.335  -0.378
F4 4.086 2.262 -2.802  -0.391
F5 5.915 0.685 -2.037  -0.381
O5 2.271 0.400 -1.913  -0.671
F6 2.182 -5.990 0.775  0.016
C29 2.683 -5.679 -0.465  -0.258
C30 2.613 -4.398 -0.952  -0.031
C31 3.158 -4.263 -2.203  -0.271
F7 3.118 -3.022 -2.803  -0.018
C32 3.741 -5.271 -2.948  -0.156
F8 4.258 -5.068 -4.176  0.087
C33 3.786 -6.537 -2.395  -0.153
F9 4.347 -7.558 -3.075  0.080
C34 3.252 -6.747 -1.138  -0.160
F10 3.305 -7.989 -0.605  0.071

Properties
M   1130.66 g/mol
Calculated total energy   -112365.962 eV
E_LUMO   3.83 eV
E_HOMO   -0.0840 Ha
2S+1   1
Total charge   -2
Relative energy (zero: lowest compared OMol25 entry of this formula, charge and spin)   35.79 kcal per mole

Q: Which formula does entry 2 have?
A: C34H23F10N2O5S2SbSrTe